Computed, not measured: a structure of composition C30H25BiF10N4O7, with the ωB97M-V functional and the def2-TZVPD basis.

Properties
HOMO (eV): -1.92
Net charge: -2
2S+1: 1
Relative energy (zero: lowest compared OMol25 entry of this formula, charge and spin) (kJ/mol): 51.6
Kohn-Sham gap (eV): 6.28

The geometry in XYZ format:
```
77
Properties=species:S:1:pos:R:3:mulliken_charge:R:1
Bi -0.37327 0.40282 0.10653 2.823
O 1.07340 -2.16108 3.23083 -0.735
C -0.28552 -1.93830 2.90593 0.091
C -0.74752 -0.50806 3.25698 -0.899
N -1.68095 0.09556 2.28697 0.314
C -2.86917 -0.72927 2.06629 -0.854
C -2.68847 -1.80356 0.98000 0.387
O -3.34776 -2.83563 1.07015 -0.819
O -1.90324 -1.48433 0.01530 -0.691
C -2.01027 1.45994 2.69689 -0.830
C -0.86028 2.45054 2.45560 0.356
O -0.69412 3.35528 3.25870 -0.770
O -0.18704 2.27272 1.36509 -0.904
H 1.59457 -1.84546 2.46997 0.231
H -0.87474 -2.65995 3.47358 0.443
H -0.45839 -2.14021 1.84543 -0.198
H 0.13561 0.12529 3.32151 0.527
H -1.22212 -0.50318 4.24916 0.278
H -3.66511 -0.08721 1.68651 0.358
H -3.21589 -1.20577 2.98901 0.382
H -2.31623 1.50896 3.74648 0.364
H -2.82698 1.81573 2.06816 0.414
C 1.91017 -1.68437 -3.12052 -1.070
N 0.87745 -1.58753 -2.11481 1.445
C -0.40985 -1.24322 -2.70338 -1.399
C -0.51029 0.22366 -3.14819 -1.074
N -0.00336 1.12009 -2.12548 0.370
C 0.34141 2.38782 -2.45469 -0.129
C -0.07368 3.14758 -3.56735 0.438
F -1.01587 2.68458 -4.42177 -0.396
C 0.37358 4.43256 -3.81105 0.163
F -0.10135 5.10545 -4.87626 -0.348
C 1.26707 5.05298 -2.96543 0.595
F 1.68827 6.31240 -3.19820 -0.355
C 1.71847 4.34215 -1.86740 -0.118
F 2.62179 4.90235 -1.05147 -0.325
C 1.27621 3.06210 -1.64081 -0.217
F 1.80238 2.38060 -0.60871 -0.149
C 0.82214 -2.74404 -1.23420 -0.340
C 2.01746 -2.86312 -0.27344 -1.532
N 2.24930 -1.67477 0.52523 -0.022
C 3.42994 -1.05981 0.47979 0.524
C 4.62460 -1.36169 -0.24302 0.256
F 4.69911 -2.43729 -1.08125 -0.440
C 5.79572 -0.63423 -0.14225 0.066
F 6.86929 -1.02155 -0.86164 -0.351
C 5.90257 0.47232 0.66748 0.741
F 7.05964 1.16862 0.76532 -0.366
C 4.77475 0.83546 1.38879 -0.093
F 4.83380 1.89922 2.20358 -0.339
C 3.61441 0.11579 1.27951 0.096
F 2.56087 0.53366 2.00690 -0.309
H 1.72074 -2.52205 -3.82079 0.307
H 2.88322 -1.83815 -2.66029 0.143
H 1.95877 -0.75965 -3.69716 0.223
H -1.19062 -1.45630 -1.97072 0.019
H -0.62597 -1.86898 -3.58839 0.439
H -1.55935 0.41615 -3.41064 0.416
H 0.06875 0.35919 -4.06888 0.634
H 0.75514 -3.69216 -1.80441 0.252
H -0.09287 -2.66111 -0.64463 -0.016
H 2.89511 -3.18656 -0.83150 0.522
H 1.76694 -3.69527 0.39998 0.348
O -2.44321 3.16560 -1.33803 -0.679
C -2.86678 2.04488 -1.13285 -0.235
O -2.39903 1.17245 -0.28853 0.009
C -4.07954 1.54104 -1.89016 0.654
C -4.89667 2.44584 -2.55587 -0.691
C -5.99963 1.99871 -3.26818 -0.575
C -6.27954 0.63872 -3.33137 -0.393
C -5.45817 -0.26916 -2.67564 -0.860
C -4.36272 0.17928 -1.94977 -0.094
H -4.64227 3.49759 -2.50755 0.449
H -6.63937 2.70727 -3.78088 0.385
H -7.13720 0.28769 -3.89406 0.360
H -5.67205 -1.33032 -2.72269 0.435
H -3.71829 -0.51570 -1.42293 0.358
```

=====

Computed, not measured: a structure of composition C30H25BrF4FeN6P2, with the ωB97M-V functional and the def2-TZVPD basis.

Properties
HOMO (spin up / spin down) (eV): -14.18 / -14.16
Net charge: +2
2S+1: 1
Kohn-Sham gap (spin up / spin down) (eV): 8.79 / 8.74

The geometry in XYZ format:
```
69
Properties=species:S:1:pos:R:3:mulliken_charge:R:1
Fe -0.88471 -0.25759 0.87676 -0.349
C -5.81269 1.48864 -0.58180 -0.815
N -4.76143 0.95935 0.28684 0.118
C -4.84228 0.84506 1.64599 -0.500
C -3.64686 0.33865 2.06311 -0.718
N -2.84222 0.14551 0.97235 0.413
C -3.53780 0.53015 -0.09067 0.329
P -2.86491 0.59359 -1.78323 -0.381
C -2.05824 -1.02915 -1.70788 0.207
N -1.21487 -1.39973 -0.74658 0.691
C -0.91396 -2.71766 -0.99103 -0.530
C -1.57816 -3.13005 -2.10445 -0.914
N -2.29838 -2.05765 -2.54823 0.086
C -3.15134 -2.06780 -3.73609 -0.878
C -1.42590 1.59699 -1.31592 -0.112
N -0.77744 1.44842 -0.16530 0.564
C 0.05358 2.52932 -0.04040 -0.454
C -0.09124 3.32776 -1.13475 -0.829
N -1.02459 2.72778 -1.93272 0.247
C -1.51953 3.25963 -3.20202 -0.848
H -6.72517 1.57255 0.00029 0.331
H -5.98516 0.81096 -1.41392 0.339
H -5.53732 2.47279 -0.95491 0.323
H -5.72950 1.11686 2.19064 0.464
H -3.33539 0.09067 3.06370 0.498
H -0.23709 -3.28287 -0.38076 0.409
H -1.59153 -4.07741 -2.61498 0.511
H -3.84760 -2.89982 -3.66837 0.371
H -2.53882 -2.17341 -4.62859 0.343
H -3.70919 -1.13767 -3.79051 0.335
H 0.67685 2.68723 0.82350 0.531
H 0.39088 4.24919 -1.41092 0.516
H -0.79842 3.98231 -3.57190 0.336
H -2.48014 3.75076 -3.06053 0.328
H -1.61816 2.45651 -3.92722 0.356
F 3.00250 -6.00310 1.70691 -0.257
C 2.69855 -4.73514 1.53368 0.515
C 3.59245 -3.87859 0.91820 0.404
F 4.76326 -4.32835 0.51369 -0.263
C 3.25830 -2.54087 0.73685 -0.006
F 4.18294 -1.76200 0.18352 -0.367
C 2.03380 -2.03129 1.13918 0.418
P 1.46654 -0.31558 0.91066 1.201
C 2.42208 0.35115 -0.45976 0.972
C 3.36066 1.36397 -0.30499 -0.560
C 4.02951 1.85467 -1.41783 -0.933
C 3.75669 1.34165 -2.67776 -0.536
C 2.80816 0.33721 -2.83476 -0.895
C 2.13548 -0.15381 -1.72812 -0.439
C 1.95619 0.49265 2.44421 0.438
C 0.98164 1.20918 3.13606 -0.124
C 1.27624 1.81516 4.34844 -1.015
C 2.55591 1.70263 4.87135 -0.592
C 3.53754 0.99390 4.18683 -0.822
C 3.24163 0.38758 2.97775 -0.375
C 1.16386 -2.91700 1.77133 -0.677
Br -0.51837 -2.34051 2.42707 -0.070
C 1.47409 -4.24481 1.97514 0.676
F 0.62694 -5.06890 2.57361 -0.316
H 3.57587 1.77179 0.67454 0.478
H 4.77128 2.63287 -1.29806 0.466
H 4.28736 1.72188 -3.54047 0.445
H 2.60151 -0.06451 -3.81799 0.482
H 1.39184 -0.93617 -1.84907 0.359
H -0.02500 1.31541 2.72628 0.275
H 0.51563 2.36808 4.88253 0.469
H 2.79090 2.16571 5.82019 0.437
H 4.53378 0.91361 4.60008 0.456
H 4.00895 -0.16833 2.45119 0.436
```

=====

Computed, not measured: a structure of composition C30H25BrILiNP2, with the ωB97M-V functional and the def2-TZVPD basis.

Properties
HOMO (eV): -11.30
Net charge: +1
2S+1: 1
Relative energy (zero: lowest compared OMol25 entry of this formula, charge and spin) (kJ/mol): 0.0
Kohn-Sham gap (eV): 8.68

The geometry in XYZ format:
```
61
Properties=species:S:1:pos:R:3:mulliken_charge:R:1
Li -0.80444 0.23615 2.37388 0.710
N 0.10899 -1.09205 0.02355 -0.135
P -1.17060 -1.76200 0.90892 -0.258
C -0.83167 -3.54260 0.77742 0.297
C -1.87957 -4.45833 0.85158 -0.609
C -1.62242 -5.81822 0.78427 -0.606
C -0.31916 -6.27374 0.64353 -0.468
C 0.72817 -5.36687 0.57876 -0.624
C 0.47688 -4.00537 0.65272 -0.032
C -2.64043 -1.51991 -0.12478 0.572
C -2.62313 -1.69917 -1.50609 -0.136
C -3.76395 -1.46062 -2.25429 -0.715
C -4.93572 -1.05690 -1.62661 -0.474
C -4.96772 -0.89094 -0.25090 -0.672
C -3.81966 -1.11522 0.49619 -0.306
P 1.15423 0.04427 0.74660 0.062
C 2.77610 -0.68508 0.41990 0.146
C 3.36212 -0.62830 -0.84340 -0.265
C 4.55154 -1.29536 -1.08557 -0.700
C 5.16525 -2.01310 -0.06743 -0.496
C 4.59304 -2.06437 1.19563 -0.596
C 3.40078 -1.39938 1.44028 -0.385
C 1.07777 1.45891 -0.38986 0.885
C 1.92044 2.54301 -0.15105 -0.545
C 1.86410 3.66377 -0.96375 -0.634
C 0.95588 3.71682 -2.01197 -0.662
C 0.10742 2.64580 -2.24732 -0.592
C 0.16639 1.51934 -1.44027 -0.494
H 0.41840 -1.55313 -0.82703 0.446
H -2.90247 -4.11263 0.94360 0.375
H -2.44178 -6.52231 0.83640 0.398
H -0.12083 -7.33497 0.58212 0.388
H 1.74585 -5.71853 0.47201 0.426
H 1.30553 -3.30825 0.61777 0.156
H -1.71992 -2.03563 -2.00239 0.369
H -3.74534 -1.59844 -3.32700 0.432
H -5.82731 -0.87891 -2.21221 0.411
H -5.88170 -0.58409 0.23971 0.444
H -3.84825 -0.98568 1.57381 0.507
H 2.89405 -0.05335 -1.63405 0.397
H 5.00541 -1.25016 -2.06640 0.418
H 6.09822 -2.52652 -0.25659 0.411
H 5.07693 -2.61507 1.99097 0.430
H 2.95444 -1.43504 2.42738 0.359
H 2.63145 2.51283 0.66772 0.445
H 2.52696 4.49762 -0.77511 0.483
H 0.91145 4.59249 -2.64544 0.432
H -0.60301 2.68552 -3.06308 0.458
H -0.50759 0.69114 -1.62211 0.420
Br 0.36069 2.98439 3.37499 -0.130
C -0.18904 4.18616 2.01995 0.299
C 0.54594 5.35122 1.84463 -0.444
C 0.17821 6.25699 0.86580 -0.600
C -0.91797 6.00354 0.05542 -0.642
C -1.65176 4.84207 0.22452 -0.459
C -1.28836 3.93685 1.21282 0.165
I -2.47500 2.23544 1.44592 0.183
H 1.39957 5.54088 2.48011 0.450
H 0.75239 7.16445 0.73926 0.427
H -1.20777 6.71027 -0.70953 0.435
H -2.50798 4.64035 -0.40389 0.439
```

=====

Computed, not measured: a structure of composition C30H25Cl2CoF3N6O6Se, with the ωB97M-V functional and the def2-TZVPD basis.

Properties
<S²>: 6.02
HOMO (spin up / spin down) (eV): -9.94 / -9.94
Net charge: +1
2S+1: 5
Kohn-Sham gap (spin up / spin down) (eV): 6.63 / 3.93

The geometry in XYZ format:
```
74
Properties=species:S:1:pos:R:3:mulliken_spin:R:1
Co 0.22590 0.11660 0.06034 3.064
O -1.91314 -2.14344 4.94444 0.000
C -1.13044 -1.12592 5.24630 0.002
O -0.88550 -0.79304 6.37674 0.001
C -0.54633 -0.35683 4.10761 0.004
C 0.26159 0.74604 4.29496 0.014
N 0.68679 1.14091 3.08663 -0.002
N 0.20343 0.35452 2.12096 0.079
C -0.54767 -0.55616 2.71855 -0.004
C -1.30815 -1.46602 1.80129 -0.006
O -2.02945 -2.34028 2.25305 0.016
O -1.17476 -1.18078 0.54084 0.114
H -1.96983 -2.28280 3.97590 0.000
H 0.54504 1.24020 5.21585 0.001
H 1.32148 1.88850 2.86276 0.000
C -4.01927 0.44602 0.95386 0.005
N -3.81657 0.72217 -0.47770 0.020
C -4.67779 0.34462 -1.47687 0.012
C -4.18996 0.84630 -2.63697 0.018
N -3.03254 1.51687 -2.32893 0.020
C -2.24133 2.31076 -3.27767 0.008
C -2.80526 1.43789 -1.00297 -0.023
Se -1.37284 2.20207 -0.07950 0.368
H -4.98141 -0.04003 1.07507 0.001
H -4.00701 1.37565 1.51262 0.000
H -3.24303 -0.21014 1.32010 -0.004
H -5.56186 -0.24449 -1.28735 0.002
H -4.57395 0.78114 -3.64351 0.001
H -2.64233 2.15543 -4.27373 0.001
H -1.20124 2.00596 -3.25075 -0.002
H -2.30293 3.36412 -3.02493 -0.001
Cl 4.20319 1.63577 4.02457 0.000
C 3.36152 0.29779 4.74826 0.001
C 2.89022 0.42692 6.04280 -0.001
C 2.19967 -0.62188 6.62571 0.001
C 1.93436 -1.76268 5.89015 0.000
C 2.38685 -1.87089 4.58518 0.000
Cl 1.82318 -3.21875 3.65901 0.000
C 3.17640 -0.86915 3.99142 0.001
N 3.68755 -0.93710 2.68922 -0.002
C 4.41886 -2.00000 2.10740 0.000
C 5.03646 -2.97624 2.88309 0.000
C 5.68948 -4.04647 2.29464 0.000
C 5.73779 -4.16158 0.91790 0.000
C 5.16784 -3.16723 0.14851 0.000
C 4.53703 -2.06561 0.71925 0.001
C 4.03080 -0.95932 -0.18814 0.005
C 2.56515 -0.61082 -0.08464 0.003
O 1.65632 -1.44041 -0.34735 0.100
O 2.22264 0.58706 0.24539 0.106
H 3.08162 1.34186 6.59156 0.000
H 1.84181 -0.53950 7.64552 0.000
H 1.32243 -2.55673 6.30368 0.000
H 3.62907 -0.08541 2.16866 -0.001
H 5.00548 -2.88836 3.96264 0.000
H 6.16224 -4.79389 2.91984 0.000
H 6.23153 -5.00408 0.45059 0.000
H 5.22765 -3.23198 -0.93525 0.000
H 4.20101 -1.28577 -1.21368 0.001
H 4.58392 -0.03022 -0.03052 -0.001
F -0.98033 -1.34456 -6.61030 0.000
C 0.01733 -0.54050 -6.22328 -0.001
F 1.17751 -1.05446 -6.64176 0.000
F -0.14969 0.65985 -6.80416 0.000
C 0.02874 -0.37413 -4.72480 -0.004
C 0.95938 0.48118 -4.15175 0.003
C 0.93448 0.65151 -2.78599 -0.008
N 0.04271 0.01730 -2.01142 0.088
C -0.82651 -0.83387 -2.56099 -0.012
C -0.87134 -1.05163 -3.92446 0.004
H 1.69022 1.00556 -4.75773 0.001
H 1.63179 1.31387 -2.28693 0.001
H -1.48892 -1.35640 -1.87864 0.001
H -1.58729 -1.74410 -4.34667 0.002
```